(1)
Entry from OMol25: C22H25FN2O3 in the gas phase (ωB97M-V with the def2-TZVPD basis set).

Results
Energy above the lowest of the compared OMol25 structures with the same formula, charge and spin, kJ/mol: 13.0
HOMO-LUMO gap, eV: 8.6556
Max |F|, hartree/bohr: 0.00846
Electronic energy, eV: -35060.712
HOMO, eV: -8.32

```
! RIJCOSX wB97M-V def2-TZVPD def2/J DEFGRID3
* xyz 0 1
C 9.205 0.019 -0.503
O 7.793 -0.089 -0.595
C 7.095 0.925 -0.059
O 7.618 1.872 0.477
C 5.630 0.746 -0.198
C 4.795 1.760 0.267
C 3.424 1.637 0.155
C 2.872 0.490 -0.405
C 1.387 0.400 -0.600
O 0.821 1.141 -1.384
N 0.739 -0.547 0.117
C 1.381 -1.342 1.136
C -0.691 -0.707 -0.098
C -1.118 -2.169 -0.215
C -2.621 -2.225 -0.483
C -3.376 -1.464 0.614
N -2.943 -0.088 0.775
C -3.427 0.801 -0.271
C -4.914 0.991 -0.130
C -5.472 1.311 1.102
C -6.836 1.486 1.245
C -7.675 1.347 0.151
C -7.147 1.026 -1.086
C -5.780 0.852 -1.205
F -5.282 0.526 -2.422
C -1.518 -0.020 1.009
C 3.706 -0.518 -0.880
C 5.078 -0.392 -0.781
H 9.550 0.923 -1.010
H 9.515 0.065 0.543
H 9.610 -0.868 -0.984
H 5.243 2.637 0.707
H 2.773 2.426 0.499
H 2.306 -0.864 1.455
H 1.615 -2.345 0.770
H 0.724 -1.430 2.002
H -0.897 -0.193 -1.044
H -0.905 -2.699 0.717
H -0.568 -2.659 -1.022
H -2.962 -3.261 -0.506
H -2.839 -1.782 -1.457
H -4.448 -1.463 0.406
H -3.218 -1.967 1.574
H -2.936 1.770 -0.135
H -3.195 0.452 -1.286
H -4.811 1.409 1.949
H -7.248 1.734 2.211
H -8.740 1.485 0.259
H -7.773 0.907 -1.956
H -1.218 1.028 1.091
H -1.326 -0.509 1.971
H 3.275 -1.397 -1.337
H 5.728 -1.169 -1.151
*
```

Results of the Löwdin charge analysis, in e, for atoms 1 through 4: -0.047 -0.046 -0.458 0.115

=====

(2)
Entry from OMol25: 12 unconnected molecules or ions with the total composition C26H76O12 in a non-equilibrium geometry (ωB97M-V with the def2-TZVPD basis set).

Results
Energy above the lowest of the compared OMol25 structures with the same formula, charge and spin, kJ/mol: 1024.7
HOMO-LUMO gap, eV: 8.4653
Max |F|, hartree/bohr: 0.23923
Electronic energy, eV: -52752.507
HOMO, eV: -8.43

```
! RIJCOSX wB97M-V def2-TZVPD def2/J DEFGRID3
* xyz 0 1
C 1.986 0.151 -4.168
C 1.875 0.709 -2.741
C 0.771 1.761 -2.640
O 1.755 -0.162 -1.871
H 2.969 -0.219 -4.287
H 1.623 0.879 -4.925
H 1.336 -0.718 -4.381
H 2.807 1.177 -2.416
H 0.785 2.221 -1.648
H -0.215 1.441 -2.855
H 0.862 2.511 -3.407
H 0.792 -0.381 -1.771
C 2.822 3.305 2.917
C 2.673 2.030 2.170
C 2.575 2.097 0.653
O 3.611 1.241 2.477
H 3.744 3.702 2.589
H 2.740 3.289 3.969
H 2.057 3.927 2.465
H 1.795 1.651 2.585
H 2.335 1.153 0.169
H 3.357 2.611 0.074
H 1.660 2.640 0.451
H 4.092 1.535 3.299
C 0.440 5.094 0.289
C -0.928 4.720 0.883
C -0.950 3.298 1.397
O -1.371 5.435 1.764
H 0.893 4.427 -0.462
H 1.265 5.221 1.049
H 0.361 6.096 -0.130
H -1.683 4.798 0.079
H -1.932 3.077 1.803
H -0.155 3.031 2.077
H -0.853 2.738 0.505
H -1.664 6.225 1.322
C 1.977 -3.217 -0.197
C 2.530 -3.660 -1.493
C 2.285 -2.759 -2.718
O 3.759 -3.927 -1.426
H 2.473 -2.451 0.303
H 1.739 -4.029 0.483
H 1.003 -2.830 -0.433
H 2.030 -4.572 -1.793
H 1.293 -2.449 -2.692
H 2.233 -3.259 -3.737
H 3.067 -2.015 -2.842
H 4.156 -3.030 -1.210
C -3.680 -1.681 2.839
C -3.276 -0.262 2.649
C -2.086 0.002 3.491
O -3.038 0.063 1.448
H -2.718 -2.241 2.849
H -4.396 -2.039 2.105
H -4.160 -1.923 3.800
H -4.053 0.434 2.966
H -2.166 -0.201 4.599
H -1.737 1.032 3.468
H -1.226 -0.549 3.171
H -3.848 0.378 1.089
C -1.681 -3.851 0.523
C -2.415 -4.128 -0.748
C -1.959 -3.312 -1.945
O -2.468 -5.334 -1.130
H -1.790 -2.747 0.685
H -0.646 -4.008 0.438
H -2.217 -4.205 1.414
H -3.498 -3.854 -0.737
H -2.486 -3.524 -2.849
H -0.885 -3.490 -2.011
H -2.136 -2.226 -1.810
H -3.298 -5.510 -1.528
C -3.219 2.036 -3.261
C -2.828 2.604 -1.974
C -3.658 3.842 -1.580
O -2.906 1.810 -1.050
H -2.487 1.218 -3.517
H -3.128 2.722 -4.093
H -4.289 1.684 -3.248
H -1.789 2.907 -1.885
H -3.569 4.197 -0.562
H -4.735 3.657 -1.647
H -3.406 4.697 -2.149
H -3.754 1.950 -0.697
C 0.056 -3.532 3.194
O 1.299 -3.227 2.746
H 0.024 -3.696 4.299
H -0.329 -4.389 2.695
H -0.555 -2.679 3.207
H 1.504 -2.365 3.148
C -1.269 -1.012 -4.215
O -2.420 -1.313 -5.007
H -1.560 -0.762 -3.200
H -0.728 -0.178 -4.718
H -0.622 -1.933 -4.185
H -2.939 -0.511 -5.067
C 1.369 -0.045 4.480
O 1.846 -0.696 3.329
H 2.040 0.747 4.722
H 1.351 -0.740 5.355
H 0.486 0.490 4.283
H 2.284 -0.067 2.780
C 4.599 -0.892 0.152
O 5.257 -2.113 -0.171
H 5.334 -0.152 0.338
H 4.021 -0.969 1.104
H 3.814 -0.556 -0.520
H 6.054 -2.074 0.353
C -0.079 -0.451 0.563
O -0.827 -0.254 -0.582
H -0.457 -1.347 1.025
H -0.123 0.394 1.217
H 0.992 -0.610 0.298
H -1.563 0.267 -0.268
*
```

Results of the Löwdin charge analysis, in e, for atoms 1 through 4: -0.030 -0.619 -0.024 -0.050

=====

| no. | LUMO (Eh) |
| --- | --- |
| 1 | 0.0125 |
| 2 | 0.0013 |